The following is a quantum chemistry calculation of 5 unconnected molecules or ions with the total composition C32H40F32NO5S2 at a distorted geometry, from the OMol25 dataset.

## Properties
Gap between HOMO and LUMO (spin up / spin down) ... 9.18 / 8.99 eV
Spin multiplicity ... 2
LUMO energy (spin up / spin down) ... 0.26 / -0.22 eV

Last column: Mulliken spin population.
CARTESIAN COORDINATES (ANGSTROEM)
S -2.46690 1.37338 -3.80330  0.00
S 0.26539 -1.26634 -0.46016  0.00
F -7.55198 9.24146 -0.99302  0.00
F 4.79724 -10.11971 8.39038  0.00
F -1.87040 7.43214 -4.17724  0.00
F 0.94580 -4.47750 2.26992  0.00
F 2.90427 -6.54735 9.85920  0.00
F 4.29537 -8.20083 9.64780  0.00
F -1.25762 -4.67685 3.91574  0.00
F 0.55312 -5.01547 5.06483  0.00
F -7.16992 5.48937 -1.34850  0.00
F -5.04788 6.08392 -3.00879  0.00
F -7.74326 10.87677 -4.15010  0.00
F 2.64555 -4.11352 5.63345  0.00
F -8.29143 7.19661 -2.08430  0.00
F -8.37721 8.84222 -3.75753  0.00
F -3.51511 6.17113 -7.89428  0.00
F -0.42727 4.23495 -3.62163  0.00
F 1.12100 -7.73911 8.12347  0.00
F 1.52884 -8.93705 9.89166  0.00
F -9.14107 10.55314 -1.69944  0.00
F 0.20958 5.68434 -5.11212  0.00
F 4.72002 -4.15210 5.00857  0.00
F 4.44635 -12.25791 8.37153  0.00
F 2.16340 -6.29708 3.76730  0.00
F 5.43111 -11.26902 10.84471  0.00
F -5.50060 7.67050 -1.59256  0.00
F -0.08242 -2.58312 2.55622  0.00
F -0.41534 6.82947 -2.68278  0.00
F -3.39138 6.64248 -5.78290  0.00
F -2.46839 8.75314 -7.34484  0.00
F -0.78504 7.82695 -6.31856  0.00
F 3.62626 -10.06805 11.05666  0.00
F 3.57326 -6.72452 5.37177  0.00
O -1.90316 5.20460 -6.70769  0.00
O 3.18759 -3.62288 3.48799  0.00
O -6.19514 9.40957 -3.52464  0.00
O 4.40960 0.38554 -3.51286  0.60
O 2.67707 -10.91658 8.47646  0.00
N 3.85132 0.18669 -2.30609  0.32
C -1.90837 4.67367 -5.37921  0.00
C -0.87515 5.26437 -4.40754  0.00
C 4.75610 -2.11620 -2.83388  0.00
C -2.28886 0.31494 -2.25144  0.00
C -1.86948 -1.22193 -2.70244  0.00
C 4.13182 -11.17433 10.45459  0.00
C -6.01707 8.03236 -3.86870  0.00
C 3.80968 -1.69002 -0.41590  0.02
C -7.30051 6.33256 -2.40862  0.00
C -0.34434 -1.36440 -3.28319  0.00
C 2.15344 -1.85105 -2.55424  0.04
C 3.02899 2.50645 -2.88602  0.00
C -5.98013 7.03883 -2.69732  0.00
C 2.09405 -8.47929 8.74255  0.00
C -7.54558 9.81752 -3.31942  0.00
C 2.70001 1.11134 -2.01947  0.02
C -0.12337 -4.07397 4.36509  0.00
C 3.57997 -1.26198 -2.00173  0.02
C 2.00208 -2.82863 3.59053  0.00
C 3.27610 -7.55928 9.02877  0.00
C -2.63658 6.41421 -6.88423  0.00
C 1.23116 0.61814 -2.54194  0.02
C 3.45773 -4.46324 4.60738  0.00
C 0.68633 -3.51830 3.19840  0.00
C -7.82886 10.23954 -1.87000  0.00
C 0.83990 -0.93383 -2.20970  -0.02
C 2.63677 1.63797 -0.43333  0.02
C 3.37981 -5.95850 4.26492  0.00
C -1.74241 7.60676 -7.25498  0.00
C 4.01894 -11.09085 8.92506  0.00
C -1.40539 6.36157 -3.49072  0.00
C 2.40586 -9.67185 7.82540  0.00
H 4.99447 -1.74824 -0.28171  0.00
H -0.42367 -3.27971 5.05334  0.00
H 5.82418 -1.65676 -2.62285  0.00
H 2.22563 -1.98408 -3.72549  0.00
H 1.93497 -2.31585 4.55782  0.00
H 3.16238 -9.43227 7.06818  0.00
H -0.28783 -0.74040 -4.29301  0.00
H 4.13497 -6.22729 3.52223  0.00
H -2.20605 5.98808 -2.84716  0.00
H 0.40597 1.40059 -2.18090  0.00
H 1.91310 1.00278 0.23135  0.00
H -7.22697 11.10858 -1.59323  0.00
H -2.59650 -1.48710 -3.61163  0.00
H 2.15652 -2.01994 2.86535  0.00
H -6.70256 7.71710 -4.66482  0.00
H 3.72334 1.62504 0.04912  -0.01
H 3.40897 -2.79887 -0.23970  0.00
H 3.36133 -0.93284 0.35366  0.00
H 4.12639 2.85649 -2.65167  0.00
H 1.49421 -9.86432 7.24610  0.00
H -5.02502 7.99795 -4.33602  0.00
H -3.33033 0.19811 -1.68043  0.00
H -1.25667 2.03667 -4.09790  0.00
H 1.24605 0.71948 -3.73037  0.00
H 4.70951 -3.24227 -2.44022  0.00
H 3.65826 -7.10708 8.10997  0.00
H 3.59168 -12.04361 10.83759  0.00
H -7.62685 5.73643 -3.26469  0.00
H -0.14759 -2.49210 -3.59288  0.00
H 2.26150 2.74748 -0.40403  0.00
H 2.27512 3.34176 -2.50169  0.00
H -1.55014 0.77197 -1.45278  0.00
H -2.14535 -2.02415 -1.86286  0.00
H 2.80722 2.38129 -4.03676  0.00
H -1.24476 7.43678 -8.21287  0.00
H -2.91850 4.64738 -4.95255  0.00
H -1.64221 3.61744 -5.51060  0.00
H 1.94246 -2.92218 -2.07054  0.00
H 0.41172 -2.64795 -0.19798  0.00
H 4.48783 -2.18032 -3.98034  0.00

Forces on atoms 1 to 6 (eV/Å):
0.3 0.2 0.4
0.4 -0.2 0.2
0.1 0.5 -0.4
0.2 -0.8 0.4
0.2 -0.3 0.5
-0.2 0.1 0.3

---

The following is a quantum chemistry calculation of a molecular structure, C14H11AuN9PSe2 at a distorted geometry, from the OMol25 dataset.

## Properties
Gap between HOMO and LUMO (spin up / spin down) ... 7.87 / 6.09 eV
Spin multiplicity ... 3
LUMO energy (spin up / spin down) ... -0.48 / -2.92 eV

Last column: Mulliken spin population.
CARTESIAN COORDINATES (ANGSTROEM)
Au 0.11027 -0.07951 0.03895  0.33
Se -2.28606 -0.12117 -0.42362  0.18
Se -0.10817 2.40633 -0.45139  0.46
P -2.24541 2.04142 -0.33428  0.01
N 2.72007 -0.12458 2.68974  0.29
N 1.35147 0.00483 4.61213  0.10
N 4.30584 -0.24435 0.95288  0.07
N 4.24087 -0.29265 -0.36772  -0.01
N -0.53733 -0.44988 3.64254  0.22
N 2.22806 -0.25122 0.28335  0.05
N 0.33352 -0.51699 2.70241  0.06
N 3.05126 -0.29791 -0.77704  0.05
N 0.11333 -0.12658 4.83004  0.12
C -4.20361 3.18698 1.33655  0.00
C -3.08713 2.79252 -1.71863  0.00
C -3.97989 3.22617 3.72889  0.00
C -2.95326 2.60167 1.22869  0.02
C -2.22580 2.30682 2.37570  -0.01
C -4.71566 3.50664 2.58620  0.00
C -4.16952 3.85984 -4.03322  0.00
C -3.64101 2.57806 -4.04816  0.00
C -3.09666 2.04488 -2.89497  0.00
C 1.53918 -0.21501 3.27176  0.14
C 3.04657 -0.21513 1.34457  -0.04
C -2.73544 2.61566 3.61648  0.00
C -3.59538 4.08501 -1.70918  0.00
C -4.14014 4.61368 -2.86636  0.00
H 3.51256 0.04698 3.29498  -0.01
H -4.59711 4.27514 -4.93499  0.00
H -4.81240 3.37461 0.46083  0.00
H -3.54858 4.70667 -0.82214  0.00
H -3.64921 1.99292 -4.95681  0.00
H -4.37726 3.46956 4.70410  0.00
H -2.68099 1.04408 -2.89964  0.00
H -4.53572 5.61885 -2.85601  0.00
H -5.69263 3.96380 2.66237  0.00
H -2.16609 2.36986 4.50282  -0.01
H -1.26286 1.81919 2.30429  0.00

Forces on atoms 1 to 6 (eV/Å):
0.6 -0.4 0.1
-0.2 -0.6 0.0
0.2 0.6 -0.1
-0.1 0.3 0.4
0.3 0.0 -0.3
1.1 0.2 0.1

---

The following is a quantum chemistry calculation of a molecular structure, C33H27GeN2O4Tm at a distorted geometry, from the OMol25 dataset.

## Properties
Gap between HOMO and LUMO (spin up / spin down) ... 3.40 / 3.42 eV
Spin multiplicity ... 3
LUMO energy (spin up / spin down) ... 4.19 / 4.19 eV
Total charge ... -2

Last column: Mulliken spin population.
CARTESIAN COORDINATES (ANGSTROEM)
Tm -0.00028 0.90506 -3.03708  2.04
Ge 0.20341 -1.47322 0.39472  0.00
O 0.06697 4.89376 0.90678  0.00
O 1.04739 -1.17546 -3.05882  0.00
O 1.04802 2.82359 -2.69193  0.00
O -1.97056 0.39278 -3.45274  0.00
N -0.97256 1.95308 -1.48427  -0.01
N -0.35654 2.93330 -0.87502  0.00
C 1.11531 5.16134 0.11402  0.00
C -3.04894 0.43511 -2.59437  0.00
C 2.12281 -1.65667 0.55373  0.00
C 3.43373 5.86893 -1.25126  0.00
C -1.24445 -5.97571 -0.32542  0.00
C -4.05645 0.64835 -0.32765  0.00
C 0.50581 -1.33102 3.26062  0.00
C 3.19661 6.46933 0.00740  0.00
C -5.47363 0.71596 -2.31643  0.00
C 2.93604 -0.86123 1.38074  0.00
C -1.14626 -3.69975 -1.01744  0.00
C 2.04532 6.14040 0.65029  0.00
C -1.72485 -0.77697 2.49938  0.00
C 4.16649 -2.46570 -0.53055  0.00
C -5.36300 0.80189 -0.93126  0.00
C 4.31667 -0.85846 1.29833  0.00
C -1.63546 -4.97362 -1.21208  0.00
C -4.35739 0.48818 -3.14516  0.00
C -2.07887 -0.52558 3.82755  0.00
C 2.76367 -2.55557 -0.32098  0.00
C -0.58461 -0.28668 -0.87356  -0.02
C -0.37630 -5.67182 0.74634  0.00
C -1.14951 -0.67100 4.86183  0.00
C 1.46521 4.52240 -1.05595  0.00
C 0.60430 3.44794 -1.61276  -0.01
C 0.14702 -4.36301 0.90152  0.00
C -2.91980 0.56695 -1.16279  0.00
C 4.96840 -1.68922 0.30569  0.00
C -0.17246 -3.37410 0.00310  0.00
C -1.56023 0.81977 -0.59849  0.00
C 2.55423 5.01774 -1.86256  0.00
C -0.40832 -1.13063 2.19849  0.00
C 0.14204 -1.10255 4.59642  0.00
H 4.26424 6.19042 -1.86439  0.00
H 0.87912 -1.99654 -3.58614  0.00
H -4.40787 0.41434 -4.21815  0.00
H -1.58809 -7.00297 -0.32164  0.00
H -6.20321 1.03742 -0.25340  0.00
H 0.77270 -1.28484 -2.09949  0.00
H 2.47293 -0.17455 2.05097  0.00
H 4.53925 -3.02470 -1.37906  0.00
H -1.46786 -0.48715 5.88476  0.00
H 2.16296 -3.19379 -0.91228  0.00
H -3.06855 -0.19863 4.01650  0.00
H -6.46595 0.90530 -2.72868  0.00
H 1.51396 -1.68729 3.09068  0.00
H -4.00384 0.73027 0.75194  0.00
H -1.54854 1.13673 0.47433  0.00
H -0.13550 -6.46305 1.47246  0.00
H 2.59584 4.63625 -2.86422  0.00
H -2.42917 -5.05780 -1.94870  0.00
H 1.75265 6.64729 1.58652  0.00
H 4.91062 -0.24997 1.93316  0.00
H -2.40823 -0.59249 1.66255  0.00
H -1.51551 -2.95337 -1.72395  0.00
H 6.01574 -1.85769 0.37934  0.00
H 3.80923 7.35933 0.34653  0.00
H -0.43720 4.25715 0.36439  0.00
H 0.85195 -4.16966 1.71613  0.00
H 0.88929 -1.30787 5.40147  0.00

Forces on atoms 1 to 6 (eV/Å):
0.0 -0.7 1.6
-1.7 1.9 -1.3
-0.1 0.2 -0.4
0.8 -1.4 -1.3
-0.4 -0.3 -1.1
-2.3 -0.2 0.9

---

The following is a quantum chemistry calculation of a molecular structure, C34H48ClMgNO5P2 at a distorted geometry, from the OMol25 dataset.

## Properties
Gap between HOMO and LUMO ... 5.97 eV
Spin multiplicity ... 1
LUMO energy ... -0.49 eV

Last column: Mulliken charge in e.
CARTESIAN COORDINATES (ANGSTROEM)
Cl -1.24960 -1.81340 1.66770  2.06
P -2.22400 1.25030 -0.52630  0.14
P 2.37070 0.03150 -0.72190  1.20
Mg -0.13630 -0.12410 0.15250  2.63
O 0.59990 -2.00950 -0.46950  0.66
O -1.76350 -1.57280 0.35860  -0.68
O -0.36380 -0.73800 1.99910  -0.83
O -0.54500 -3.02840 1.68870  -0.78
O -2.32210 -1.82750 2.57850  -0.72
N 0.51190 1.74280 0.48330  0.12
C -1.54440 5.29550 -0.40860  0.36
C 1.24470 -4.29640 -0.63000  -2.17
C -1.95460 1.83890 -3.21820  -1.19
C 2.81500 1.11450 0.66630  0.10
C 5.07790 -0.96440 -1.28620  -1.58
C -3.11030 1.47180 2.08580  -1.36
C 3.06720 2.61070 2.99550  -1.05
C 4.19300 1.99660 2.45640  0.59
C 4.04350 1.23730 1.30620  -0.77
C -2.15470 4.06080 -0.51710  0.00
C 0.46770 4.16410 0.28570  -0.34
C 1.94730 2.27650 -2.32300  -1.80
C -4.56890 0.13430 0.54210  -1.48
C -0.76010 -1.93010 -2.87760  0.17
C -0.23000 -4.26110 -3.18050  -0.65
C -3.65550 1.34550 0.66670  0.44
C -0.20530 5.31910 -0.02410  -1.23
C 3.76030 -1.92830 0.64570  -1.70
C -0.14970 2.89470 0.21860  -0.27
C -1.51660 -3.08650 -4.83550  -0.61
C -0.91920 -4.25390 -4.37940  -0.87
C 2.45600 0.13170 -3.50030  -1.64
C -0.15060 -3.09940 -2.40920  0.16
C 2.77180 0.99750 -2.28000  0.41
C -2.28090 6.56010 -0.72930  -1.85
C 5.53930 2.14240 3.10390  -1.55
C -3.02790 1.36690 -2.23840  0.46
C -1.42640 -1.92170 -4.08730  -1.07
C 3.68790 -1.31590 -0.75310  0.87
C -4.29780 2.20010 -2.41480  -1.82
C 1.84500 2.52940 2.36610  -0.35
C 0.56220 -3.04890 -1.12070  0.48
C -1.48220 2.87300 -0.25260  -0.17
C 1.69680 1.80600 1.17580  -0.59
H -2.30480 7.22540 0.13300  0.36
H -1.87630 -1.00920 -4.45500  0.43
H -2.33370 1.84250 -4.24130  0.52
H 4.92730 0.77350 0.89740  0.29
H 3.10550 -0.73870 -3.56720  0.28
H -2.60980 0.55780 2.39630  0.07
H 5.83260 1.22260 3.61000  0.28
H 1.96180 -4.68000 -1.35380  0.47
H 1.51030 4.22170 0.56250  0.46
H -5.38630 0.20130 1.25780  0.47
H 1.42510 -0.22260 -3.46150  0.21
H -5.00100 2.04820 -1.60130  0.39
H -3.92600 1.64840 2.78430  0.57
H -2.05130 -3.07870 -5.77500  0.44
H -3.28260 0.32120 -2.46390  0.57
H 0.49010 -5.06000 -0.44980  0.54
H 0.23630 -5.17410 -2.84210  0.47
H -2.41170 2.30490 2.15230  0.19
H -0.71420 -1.04420 -2.25140  0.81
H 2.76110 -1.97360 1.08080  0.17
H 3.26180 -2.07490 -1.42650  0.17
H -1.08180 1.18860 -3.16680  -0.04
H 0.88540 2.05260 -2.23130  0.15
H 2.21730 2.94420 -1.51020  0.25
H 5.52440 2.94350 3.83820  0.40
H -4.21210 2.26180 0.42810  0.64
H -3.30380 6.34100 -1.02520  0.35
H 1.73890 -4.08420 0.31360  0.29
H 4.17720 -2.93420 0.60380  0.48
H 5.75030 -1.80380 -1.11040  0.49
H -4.06400 3.25930 -2.48190  0.36
H 2.58020 0.71180 -4.41410  0.54
H 3.83730 1.25280 -2.26810  0.79
H -1.79610 7.09640 -1.54550  0.35
H 4.38310 -1.32740 1.30230  0.40
H 5.49740 -0.09420 -0.79120  0.17
H -4.01230 -0.77240 0.75740  0.18
H 0.31820 6.26350 0.02150  0.41
H -3.18900 4.02390 -0.81700  0.14
H -0.98430 -5.16070 -4.96340  0.41
H 5.06270 -0.76890 -2.35550  0.34
H 2.11130 2.79960 -3.26380  0.61
H -4.99210 0.05610 -0.45660  0.31
H 0.98260 3.02690 2.79010  0.57
H 3.16060 3.17880 3.91020  0.35
H -1.64050 2.85140 -2.96430  0.35
H 6.29890 2.36940 2.35770  0.36
H -4.79550 1.91430 -3.34290  0.48

Forces on atoms 1 to 6 (eV/Å):
-2.0 -2.8 2.2
-1.0 1.0 -0.4
1.5 0.5 -0.9
0.5 0.3 -1.2
-0.1 -1.0 -0.5
-0.4 0.5 -1.7

---

| no. | energy (Eh) |
| --- | --- |
| 1 | -5666.081226 |
| 2 | -6312.743155 |
| 3 | -4846.226146 |
| 4 | -3098.183740 |